A structure of composition C14H15IrNO3, computed with ωB97M-V/def2-TZVPD.

Positions of all 34 atoms, in Å:
C: -0.40571 0.90583 -3.89691
C: 0.98369 0.91649 -3.52579
C: 1.12396 1.60504 -2.30021
C: -0.14571 2.04251 -1.87993
C: -1.10760 1.64780 -2.87583
Ir: -0.59103 -0.36100 -2.08526
N: -2.32863 -0.18033 -1.59907
C: 0.19878 -2.11909 -2.27097
C: 1.47394 -1.61273 -2.27544
H: 2.06255 1.78502 -1.76220
H: 1.80091 0.47716 -4.11757
H: -0.36590 2.67715 -1.01402
H: -2.16786 1.91996 -2.88702
H: -0.83728 0.50950 -4.81982
H: 2.05359 -1.55919 -3.21675
H: -0.16810 -2.57306 -1.29931
H: -2.11235 -1.09271 -1.11136
H: 2.10363 -1.69061 -1.38174
H: -0.30688 -2.45364 -3.23683
O: -0.83060 1.85553 2.04165
C: -0.45278 0.91302 2.92269
C: -0.58322 1.16925 4.30640
C: -0.22928 0.18530 5.22474
C: 0.27184 -1.05108 4.78354
C: 0.41629 -1.28927 3.41395
C: 0.05982 -0.33165 2.45993
C: 0.22876 -0.66334 0.98627
O: 0.80858 -1.72138 0.70606
O: -0.27459 0.19803 0.11622
H: -0.72716 1.42977 1.13158
H: -0.97084 2.13914 4.62300
H: -0.34402 0.38240 6.29278
H: 0.55169 -1.82527 5.50006
H: 0.81155 -2.23454 3.04717

Summary:
Kohn-Sham gap (alpha / beta) (eV): 7.37 / 5.74
Total charge: 0
⟨S²⟩: 8.78
2S+1: 6
E (eV): -25224.235
HOMO energy (alpha / beta) (eV): -7.14 / -8.03
LUMO level (alpha / beta) (Eh): 0.0086 / -0.0842